(1)
{"formula": "C5H11N4OS", "method": "ωB97M-V/def2-TZVPD", "e_lumo_ev": -3.61, "de_lowest_kj_mol": 3.57, "smiles": "NC(=O)N[C@]1(N)CSCC1=[NH2+]", "energy_ev": -24199.0166, "total_charge": 1, "symbols": ["N", "C", "O", "N", "C", "N", "C", "S", "C", "C", "N", "H", "H", "H", "H", "H", "H", "H", "H", "H", "H", "H"], "coordinates": [[-1.49996, 1.03932, 0.89061], [-1.45652, -0.29868, 1.42117], [-2.23330, -0.66779, 2.20048], [-0.37627, -0.99227, 0.99638], [0.19584, -0.75326, -0.31050], [-0.46642, -1.19622, -1.51146], [1.66819, -1.27152, -0.40372], [2.71332, 0.29930, -0.23195], [1.39564, 1.14001, 0.66129], [0.31171, 0.86333, -0.31170], [-0.07673, 1.56961, -1.34362], [-1.55529, 1.70972, 1.55625], [-2.38873, 1.24830, 0.50852], [-0.49129, -2.03326, 1.25273], [-1.47788, -1.16297, -1.59741], [-0.27540, -2.11137, -1.52747], [2.01301, -2.13658, 0.28812], [1.73707, -1.56648, -1.45109], [1.57687, 2.11955, 0.86672], [1.18848, 0.66569, 1.58198], [0.07128, 2.51222, -1.47113], [-0.57363, 1.02336, -2.06418]]}



(2)
{"formula": "C5H11N5", "method": "ωB97M-V/def2-TZVPD", "e_lumo_ev": 1.04, "de_lowest_kj_mol": 140.55, "smiles": "CN(C)CCc1nn[nH]n1", "energy_ev": -12811.8752, "symbols": ["C", "N", "C", "C", "C", "C", "N", "N", "N", "N", "H", "H", "H", "H", "H", "H", "H", "H", "H", "H", "H"], "coordinates": [[-0.79438, -1.36978, -0.75472], [-1.60308, -0.28343, -0.31195], [-2.05014, -0.37644, 1.08068], [-0.93505, 0.95647, -0.68358], [0.21522, 1.48129, 0.20060], [1.39249, 0.57842, 0.20394], [2.01388, -0.03338, 1.29060], [2.97996, -0.64803, 0.82051], [3.05307, -0.40382, -0.49566], [2.08585, 0.39195, -0.88706], [0.16313, -1.60717, -0.10742], [-0.56938, -1.27206, -1.82237], [-1.43022, -2.28050, -0.65572], [-1.29479, -0.52515, 1.85246], [-2.74818, -1.18989, 1.22111], [-2.56113, 0.51308, 1.36373], [-1.66535, 1.80278, -0.70234], [-0.48063, 0.87676, -1.67038], [-0.15875, 1.57664, 1.28252], [0.56506, 2.51017, -0.08763], [3.82243, -0.69791, -1.13731]]}



(3)
{"formula": "C5H11N8", "method": "ωB97M-V/def2-TZVPD", "e_lumo_ev": -2.69, "de_lowest_kj_mol": 170.35, "energy_ev": -17275.3999, "total_charge": 1, "symbols": ["C", "C", "C", "C", "C", "N", "N", "N", "N", "N", "N", "N", "N", "H", "H", "H", "H", "H", "H", "H", "H", "H", "H", "H"], "coordinates": [[-0.57493, -1.42066, 1.84092], [-1.52433, 0.03691, 0.39845], [0.80547, -0.03911, 0.61195], [1.54573, -0.19733, -2.41912], [-0.03757, 1.97949, -0.42839], [0.63665, -1.03499, 1.48522], [-1.66696, -0.99730, 1.12126], [0.37081, -0.39760, -2.18777], [-0.28089, 0.62383, 0.19496], [-0.76502, -2.33013, 2.76212], [-2.73503, 0.45926, -0.19938], [2.24112, 0.92952, -1.03737], [1.99877, 0.33610, 0.23139], [2.38573, -0.41851, -3.03339], [-0.88906, 2.61007, -0.09841], [1.00112, 2.52071, -0.08630], [-0.08120, 1.74748, -1.52848], [-0.37249, -0.88033, -2.76717], [0.06242, -2.58441, 3.27323], [-1.64891, -2.71072, 3.15309], [-3.41393, -0.22109, 0.19965], [-2.93983, 1.11005, -0.87235], [3.18108, 1.13374, -1.27216], [2.70124, -0.25499, 0.65805]]}



(4)
{"formula": "C5H11NO", "method": "ωB97M-V/def2-TZVPD", "e_lumo_ev": [4.12, 4.00], "de_lowest_kj_mol": 130.55, "energy_ev": -8898.8091, "spin_multiplicity": 2, "total_charge": -1, "symbols": ["C", "C", "N", "C", "C", "C", "O", "H", "H", "H", "H", "H", "H", "H", "H", "H", "H", "H"], "coordinates": [[0.52967, 2.19225, 0.24836], [1.01385, 0.82398, 0.85029], [0.71893, -0.36542, 0.13767], [-0.14646, -0.42664, -1.07851], [-1.71115, -0.64855, -0.98052], [0.72977, -1.56526, 1.11161], [1.73123, 0.82233, 1.87619], [0.67332, 3.06896, 0.91152], [-0.51419, 2.27526, 0.01188], [1.06978, 2.48762, -0.67518], [0.15724, -1.38354, -1.56102], [0.11674, 0.33417, -1.95384], [-2.19425, -0.08846, -0.17704], [-2.07789, -1.72537, -0.76458], [-2.13899, -0.47699, -1.97489], [0.62992, -2.43676, 0.48643], [1.60418, -1.48422, 1.73865], [-0.19169, -1.40335, 1.79299]]}



(5)
{"formula": "C5H11NO", "method": "ωB97M-V/def2-TZVPD", "e_lumo_ev": [3.65, 3.62], "de_lowest_kj_mol": 266.39, "energy_ev": -8897.4011, "spin_multiplicity": 2, "total_charge": -1, "symbols": ["C", "C", "C", "C", "N", "C", "O", "H", "H", "H", "H", "H", "H", "H", "H", "H", "H", "H"], "coordinates": [[-0.80085, -0.08712, -0.44411], [-0.78675, 0.19796, 1.06176], [-0.48564, 1.58538, 1.59571], [0.32942, 2.53249, 0.94815], [0.51150, -0.49405, -1.02924], [0.40934, -1.88115, -1.37670], [1.69172, -2.45877, -1.79996], [-1.08140, 0.84541, -0.94034], [-1.54471, -0.89222, -0.45958], [-1.78331, -0.00007, 1.48214], [-0.11217, -0.54972, 1.56016], [-1.20739, 1.95030, 2.33739], [0.14510, 3.60173, 0.98666], [1.41311, 2.30363, 0.85834], [1.19627, -0.37705, -0.28221], [0.02411, -2.55442, -0.60396], [-0.20344, -1.99209, -2.27810], [2.28507, -1.73025, -1.61611]]}



(6)
{"formula": "C5H11NO", "method": "ωB97M-V/def2-TZVPD", "e_lumo_ev": 0.62, "de_lowest_kj_mol": 240.61, "smiles": "C/C=C/C=C/N.O", "energy_ev": -8899.2036, "symbols": ["C", "C", "C", "C", "C", "N", "H", "H", "H", "H", "H", "H", "H", "H", "H", "O", "H", "H"], "coordinates": [[2.25557, -1.17433, -2.91752], [1.68957, -0.15242, -2.01125], [0.65258, -0.29357, -1.16937], [0.39019, 0.59598, -0.03950], [-0.30379, 0.18468, 1.04789], [-0.21508, 0.84703, 2.27410], [3.30961, -1.04779, -3.14695], [1.71414, -1.22488, -3.88021], [2.06612, -2.19216, -2.57134], [2.19543, 0.80462, -1.90523], [-0.13041, -1.03566, -1.31073], [0.74687, 1.61960, 0.06911], [-1.01420, -0.59227, 0.77558], [-1.01317, 0.84981, 2.88604], [-0.00129, 1.82618, 2.07370], [-3.35533, 0.11107, 2.16552], [-3.56680, -0.43397, 2.92285], [-3.91873, -0.31295, 1.49894]]}



(7)
{"formula": "C5H11NO", "method": "ωB97M-V/def2-TZVPD", "e_lumo_ev": 1.08, "de_lowest_kj_mol": 243.61, "smiles": "C[C@H]1CN1CCO", "energy_ev": -8899.1725, "symbols": ["C", "C", "C", "N", "C", "C", "O", "H", "H", "H", "H", "H", "H", "H", "H", "H", "H", "H"], "coordinates": [[2.31648, -0.48810, -1.23739], [1.17662, -0.55770, -0.24286], [0.89679, 0.32719, 0.93007], [0.09475, 0.38509, -0.29061], [-1.18875, -0.27320, -0.33298], [-2.28126, 0.52021, 0.40694], [-1.95139, 0.84408, 1.74494], [1.96368, -0.84864, -2.21148], [3.13636, -1.13851, -0.91516], [2.72347, 0.52125, -1.38503], [0.70296, -1.58406, -0.07972], [1.40606, 1.27434, 1.13449], [0.52401, -0.17440, 1.82438], [-1.47621, -0.35165, -1.39575], [-0.98424, -1.36391, 0.02218], [-2.56752, 1.44059, -0.13724], [-3.17582, -0.10456, 0.44765], [-1.31601, 1.57196, 1.71756]]}



(8)
{"formula": "C5H11NO", "method": "ωB97M-V/def2-TZVPD", "e_lumo_ev": 0.91, "de_lowest_kj_mol": 14.83, "smiles": "CNC(=O)C(C)C", "energy_ev": -8901.5436, "symbols": ["C", "N", "C", "O", "C", "C", "C", "H", "H", "H", "H", "H", "H", "H", "H", "H", "H", "H"], "coordinates": [[-0.71566, 2.76800, 0.25747], [-0.36176, 1.52215, -0.38779], [0.09119, 0.45652, 0.33214], [0.43165, 0.56155, 1.50113], [0.06718, -0.90344, -0.36711], [1.47450, -1.39969, -0.70847], [-0.62268, -1.88004, 0.59025], [-1.70561, 3.08358, -0.08930], [0.00524, 3.56698, 0.05424], [-0.74019, 2.58367, 1.33586], [-0.51845, 1.41417, -1.37632], [-0.52161, -0.81326, -1.29012], [2.10111, -1.39359, 0.18953], [1.95596, -0.78091, -1.47291], [1.43002, -2.42859, -1.08525], [-0.62216, -2.89786, 0.18610], [-0.09002, -1.87521, 1.54585], [-1.65870, -1.58404, 0.78468]]}